Entry 1:
The following is a DFT calculation (wB97M-V/def2-TZVPD) of a cluster of 2 separate species, C3H6FNO2 in total.

Last column: Mulliken charge in e.
Positions of all 13 atoms, in Å:
C -0.19 0.71 -1.36  0.82
C -0.83 1.15 -0.09  -0.94
C 0.09 -1.25 2.07  -0.34
N 0.95 -1.52 1.13  -0.02
O -0.57 1.43 -2.41  -0.45
O 0.61 -0.20 -1.46  -0.67
F 0.40 -1.99 3.17  -0.15
H -1.70 1.76 -0.30  0.29
H -0.12 1.75 0.47  0.28
H -1.08 0.30 0.53  0.32
H 1.71 -2.19 1.25  0.24
H -0.14 1.13 -3.22  0.35
H 0.87 -1.08 0.22  0.27

Properties
energy above the lowest of the compared OMol25 structures with the same formula, charge and spin = 28.3 kcal/mol
net charge = 0
spin multiplicity = 1
frontier orbital gap = 9.8 eV
HOMO level = -0.3393 hartree
max |F| = 0.6 eV/A

=====

Entry 2:
The following is a DFT calculation (wB97M-V/def2-TZVPD) of a cluster of 5 separate species, C21H51BN9O7P2S in total at a distorted geometry.

Last column: Mulliken charge in e.
Positions of all 92 atoms, in Å:
C -3.69 3.78 -1.38  -1.22
C -2.88 3.63 -0.07  0.25
O -1.52 4.15 -0.15  -0.41
N -0.66 3.26 0.45  0.37
P -0.67 3.26 2.19  0.14
N -1.32 1.90 2.71  -0.40
C 0.05 2.49 -0.40  0.40
N -0.10 2.60 -1.76  -0.43
C 0.76 1.63 -2.27  0.13
B 1.07 1.23 -3.81  0.75
O 1.65 2.25 -4.60  -0.60
O 0.84 0.00 -4.40  -0.37
C -0.55 -0.37 -4.03  -0.47
N 1.38 0.99 -1.22  0.39
P 2.50 -0.30 -1.65  -0.07
C 2.32 -1.80 -0.56  -0.55
C 3.42 -1.96 0.56  -0.97
C 4.26 0.29 -1.79  -0.61
C 4.79 -0.24 -3.19  -1.04
N 0.97 1.54 -0.02  -0.17
S 1.63 0.97 1.43  -0.20
H -3.49 2.92 -2.07  0.19
H -4.79 3.73 -1.18  0.39
H -3.46 4.71 -1.95  0.33
H -3.41 4.22 0.73  0.36
H -2.89 2.55 0.23  -0.03
H 0.63 3.36 2.77  0.08
H -1.51 4.34 2.62  0.10
H -1.56 1.33 1.89  0.04
H 0.93 2.78 -4.99  0.32
H -0.95 -0.92 -4.91  0.20
H -0.49 -0.98 -3.10  0.14
H -1.18 0.54 -3.89  0.28
H 1.28 -1.76 -0.14  0.32
H 2.36 -2.73 -1.18  0.52
H 3.77 -0.95 0.87  0.18
H 3.04 -2.54 1.45  0.27
H 4.30 -2.54 0.20  0.38
H 4.30 1.40 -1.84  0.36
H 4.93 -0.04 -0.96  0.41
H 4.14 0.15 -4.01  0.25
H 5.82 0.11 -3.41  0.37
H 4.70 -1.36 -3.25  0.33
H 0.88 -0.09 1.89  0.26
C -4.60 0.73 2.24  -1.14
C -4.07 -0.05 1.07  0.84
O -3.39 0.48 0.19  -0.61
N -4.36 -1.37 1.00  -0.23
C -5.14 -2.17 1.92  -0.91
H -4.28 1.77 2.15  0.11
H -5.69 0.70 2.25  0.49
H -4.21 0.33 3.17  0.26
H -3.97 -1.82 0.18  0.25
H -4.52 -2.98 2.30  0.30
H -5.99 -2.60 1.38  0.31
H -5.51 -1.58 2.75  0.35
C 4.58 -1.78 5.63  -1.66
C 3.66 -1.16 4.61  1.04
O 2.71 -1.77 4.13  -0.57
N 3.91 0.11 4.21  0.08
C 4.96 1.02 4.63  -0.95
H 4.25 -2.79 5.84  0.33
H 5.60 -1.82 5.25  0.47
H 4.55 -1.20 6.56  0.42
H 3.24 0.43 3.53  -0.08
H 4.51 1.91 5.05  0.30
H 5.55 1.30 3.75  0.28
H 5.62 0.56 5.36  0.38
C -2.27 -1.31 6.27  -1.12
C -1.90 -2.67 6.82  0.69
O -2.65 -3.29 7.56  -0.65
N -0.70 -3.19 6.46  -0.10
C 0.31 -2.62 5.60  -0.76
H -3.25 -1.03 6.65  0.32
H -1.55 -0.56 6.60  0.34
H -2.31 -1.34 5.18  0.26
H -0.53 -4.10 6.87  0.22
H 0.48 -3.29 4.76  0.25
H 1.24 -2.52 6.17  0.25
H 0.02 -1.64 5.22  0.26
C -2.55 -1.42 -9.00  -1.40
C -1.58 -1.13 -7.88  0.93
O -1.64 -1.69 -6.80  -0.68
N -0.60 -0.21 -8.11  -0.09
C -0.35 0.55 -9.32  -0.90
H -3.26 -2.17 -8.66  0.30
H -3.10 -0.52 -9.27  0.37
H -2.02 -1.82 -9.87  0.38
H 0.01 -0.07 -7.32  0.12
H 0.66 0.33 -9.67  0.30
H -0.41 1.62 -9.08  0.28
H -1.07 0.32 -10.10  0.35

Properties
net charge = +1
spin multiplicity = 1
frontier orbital gap = 7.7 eV
HOMO level = -0.3946 hartree
max |F| = 4.0 eV/A